1.
Molecular formula: C7H17BNO
Method: DFT, the ωB97M-V functional and the def2-TZVPD basis

Last column: natural (NBO) charge in e.
Atoms and positions in Å:
C1 -1.095 -1.791 -2.371  -0.623
C2 0.371 -1.353 -2.774  -0.398
C3 0.925 -0.073 -2.002  -0.413
C4 -0.209 0.942 -1.494  -0.216
N1 -0.437 0.660 -0.060  -0.862
B1 -0.185 1.870 0.845  0.036
C5 -0.290 1.471 2.435  -0.627
C6 0.892 0.323 2.779  0.143
C7 0.350 -0.944 3.711  -0.284
O1 0.692 -1.003 2.151  -0.556
H1 -1.878 -1.013 -2.623  0.199
H2 -1.378 -2.714 -2.969  0.186
H3 -1.216 -2.026 -1.278  0.221
H4 0.424 -1.170 -3.886  0.178
H5 1.055 -2.223 -2.538  0.188
H6 1.472 -0.462 -1.087  0.225
H7 1.714 0.444 -2.643  0.174
H8 -1.137 0.913 -2.133  0.158
H9 0.260 1.978 -1.550  0.193
H10 -1.339 0.211 0.113  0.338
H11 0.923 2.286 0.572  -0.098
H12 -0.970 2.776 0.642  -0.114
H13 0.049 2.339 3.070  0.193
H14 -1.264 1.001 2.752  0.186
H15 1.977 0.702 2.977  0.185
H16 -0.700 -1.292 3.497  0.195
H17 0.995 -1.853 3.862  0.191

Cartesian forces, eV/Å:
-0.2670 -0.1458 -0.5104
-0.0183 0.0840 0.3723
-0.0298 -0.4098 -0.1911
1.4480 -0.1050 0.5595
-0.6094 -0.0485 -0.9798
-0.1997 -0.2932 0.4039
2.6836 -1.8654 0.7791
-2.6709 -1.9797 0.5956
0.8765 -1.1858 -4.6118
0.9621 3.4209 1.3740
0.9977 -0.7567 0.2569
0.3143 0.9142 0.7264
0.3712 0.2673 -1.0148
-0.2079 -0.2707 1.0079
-0.6581 0.8516 -0.4207
-0.8042 0.7534 -0.8987
-1.0245 -0.5689 0.5514
0.9125 0.0543 0.4735
-0.7973 -1.1024 -0.1433
0.3008 0.2180 -0.2565
0.5189 0.2015 0.1097
-0.4436 0.5981 -0.0724
-0.8349 -0.7194 -0.3480
0.8794 0.6556 -0.0995
-1.9630 -1.0122 -0.5297
0.6051 1.0957 1.5018
-0.3415 1.3486 1.3647

Values from the calculation:
- F_max: 4.8 eV/Å
- LUMO energy: 3.8 eV
- Highest occupied orbital energy: -2.9520 eV
- Total charge: -1



2.
Molecular formula: C4H10OS
Method: DFT, the ωB97M-V functional and the def2-TZVPD basis

Last column: natural (NBO) charge in e.
Atoms and positions in Å:
C1 0.961 -0.134 -1.952  -0.752
C2 0.292 0.756 0.583  -0.549
C3 -0.469 -0.551 0.786  0.086
C4 -1.488 -0.613 1.954  -0.629
H1 1.882 -0.296 -1.467  0.218
H2 0.440 -1.075 -2.033  0.211
H3 1.237 0.182 -2.967  0.228
H4 1.344 0.643 0.844  0.237
H5 -0.220 1.577 1.078  0.228
H6 -1.123 -0.735 -0.088  0.159
H7 -1.962 -1.543 2.009  0.204
H8 -0.983 -0.418 2.919  0.208
H9 -2.240 0.162 1.794  0.214
H10 0.032 -2.372 0.976  0.463
O1 0.541 -1.561 0.893  -0.719
S1 0.094 1.226 -1.152  0.192

Cartesian forces, eV/Å:
-0.1838 0.5302 -1.0980
-1.0788 -0.2019 -0.7639
-0.7540 -0.4980 0.5014
1.9522 2.1380 0.3039
1.0823 -0.2664 0.7888
-0.4543 -0.1652 0.2038
-0.3261 0.0659 0.1754
-0.1696 0.1649 0.1945
0.3329 0.0790 0.4571
0.6123 0.0080 -0.0343
-0.7558 -1.5747 -0.0516
-0.2579 -0.0687 -0.3734
-0.0468 -0.0521 0.0468
0.3527 -0.3848 0.0401
-0.6808 -0.0690 0.0266
0.3757 0.2947 -0.4171

Values from the calculation:
- F_max: 2.9 eV/Å
- LUMO energy: 0.9 eV
- Highest occupied orbital energy: -8.4302 eV



3.
Molecular formula: C27H56N2NbO4
Method: DFT, the ωB97M-V functional and the def2-TZVPD basis

Last column: Mulliken charge in e.
Atoms and positions in Å:
C1 0.596 0.199 4.771  -0.276
C2 0.133 1.289 4.557  -0.211
C3 -0.186 2.617 4.038  -0.649
C4 -0.828 2.548 2.629  -0.154
C5 -0.304 3.593 1.632  -1.020
Nb1 1.381 2.816 0.268  -1.007
C6 0.731 4.314 -1.319  -0.729
N1 -0.740 4.520 -1.430  -0.564
C7 2.618 4.479 1.173  -0.474
C8 4.117 4.425 0.926  -0.652
O1 4.821 5.377 1.750  -0.588
C9 2.936 2.152 -1.213  -1.025
C10 3.541 0.749 -0.866  -0.612
C11 3.939 -0.028 -2.135  -0.955
C12 3.994 -1.583 -1.938  -0.928
C13 3.005 -2.421 -2.801  -0.920
C14 2.174 -3.532 -2.105  -0.901
C15 1.445 -3.246 -0.795  0.535
C16 0.438 -4.401 -0.585  -1.233
C17 -0.635 -4.234 0.520  -0.259
C18 -1.984 -4.729 -0.049  -0.750
C19 -3.142 -4.869 0.951  -1.006
C20 -3.524 -3.640 1.771  -0.820
C21 -4.727 -2.901 1.167  -0.929
C22 -4.416 -2.343 -0.238  0.332
C23 -5.152 -1.033 -0.586  -0.464
C24 -6.561 -0.918 0.006  -1.274
C25 -0.141 1.255 -0.405  -0.684
C26 0.002 0.631 -1.792  1.978
C27 -0.393 1.540 -2.949  -1.944
O2 -0.876 -0.541 -1.860  -0.536
O3 1.966 1.457 1.757  -0.269
N2 3.195 1.689 2.269  0.151
O4 3.191 1.948 3.426  -0.388
H1 0.972 -0.784 4.893  0.396
H2 0.710 3.236 3.992  0.175
H3 -0.883 3.088 4.733  0.358
H4 -1.896 2.717 2.753  0.527
H5 -0.717 1.534 2.258  -0.010
H6 0.038 4.484 2.166  0.656
H7 -1.169 3.921 1.051  0.427
H8 1.155 5.280 -1.037  0.517
H9 1.194 4.070 -2.279  0.320
H10 -0.975 4.556 -2.416  0.344
H11 -1.248 3.718 -1.080  0.094
H12 2.467 4.456 2.261  0.336
H13 2.278 5.470 0.869  0.626
H14 4.548 3.427 1.014  0.312
H15 4.299 4.748 -0.103  0.220
H16 5.402 4.901 2.347  0.327
H17 3.786 2.832 -1.338  0.612
H18 2.515 2.033 -2.217  0.461
H19 4.414 0.926 -0.243  0.667
H20 2.816 0.125 -0.345  0.236
H21 3.211 0.167 -2.922  0.401
H22 4.914 0.314 -2.486  0.559
H23 5.001 -1.877 -2.242  0.319
H24 3.920 -1.814 -0.880  0.552
H25 3.624 -2.948 -3.531  0.370
H26 2.339 -1.781 -3.379  0.503
H27 1.384 -3.807 -2.810  0.293
H28 2.798 -4.420 -1.987  0.329
H29 0.942 -2.280 -0.786  -0.216
H30 2.124 -3.262 0.060  0.332
H31 1.033 -5.275 -0.305  0.181
H32 -0.088 -4.631 -1.512  0.499
H33 -0.671 -3.205 0.873  0.290
H34 -0.388 -4.870 1.372  0.323
H35 -1.786 -5.736 -0.431  0.423
H36 -2.261 -4.123 -0.911  0.324
H37 -2.959 -5.732 1.590  0.470
H38 -4.031 -5.112 0.359  0.361
H39 -3.842 -3.977 2.760  0.333
H40 -2.706 -2.943 1.911  0.472
H41 -5.570 -3.592 1.083  0.322
H42 -5.038 -2.106 1.834  0.425
H43 -3.344 -2.159 -0.268  -0.276
H44 -4.664 -3.101 -0.982  0.316
H45 -5.203 -0.963 -1.675  0.374
H46 -4.540 -0.192 -0.266  0.187
H47 -6.532 -0.531 1.019  0.338
H48 -7.018 -1.907 0.011  0.288
H49 -7.185 -0.286 -0.622  0.382
H50 -1.168 1.614 -0.333  0.548
H51 -0.082 0.424 0.306  0.293
H52 0.987 0.207 -1.968  -1.122
H53 -0.637 0.892 -3.792  0.543
H54 -1.271 2.137 -2.718  0.298
H55 0.455 2.147 -3.262  0.292
H56 -1.775 -0.210 -1.760  0.301

Cartesian forces, eV/Å:
-0.4991 0.2998 0.0318
0.8925 -0.3264 -0.3103
-0.5084 -0.0792 -0.0084
-0.0211 0.1195 0.1713
-0.0860 0.2633 -0.5078
0.2064 -0.8015 0.7025
-0.1047 -0.1363 0.5665
0.0682 -0.0643 -0.4847
0.0742 -0.0993 0.5092
-0.2139 0.4829 -0.5420
0.2179 -0.0621 0.0997
0.3722 -0.5313 -0.2469
-0.3471 0.4886 -0.8136
-0.1476 -0.7953 0.4075
0.2837 0.4204 -0.5618
0.3048 -0.3047 0.5410
0.1047 0.6249 -0.3341
-0.3120 -0.6205 0.1440
0.1787 0.3129 0.7985
-0.2174 -0.3158 -0.5502
0.3170 -0.1007 0.6198
0.0056 0.1517 -0.6414
-0.8643 -0.1090 0.1795
0.4484 -0.1052 -0.4603
-0.2940 0.2875 0.5249
0.1323 -0.2214 -0.0942
0.2690 -0.3189 -0.5091
0.0730 0.2043 -0.4549
-1.0518 -0.2153 0.2949
0.5192 -0.5761 -0.2523
0.2512 -0.1918 -0.1285
0.3225 0.9073 -0.5445
0.1400 -0.4028 0.2187
-0.0444 0.0574 -0.0226
0.0298 -0.1038 0.1562
0.2095 -0.1547 0.1298
0.0449 0.2677 -0.0229
-0.2679 -0.1706 0.0782
0.0244 -0.1534 -0.1023
-0.0203 0.0685 0.0536
0.1196 0.1561 -0.1421
0.1625 0.0036 0.0649
-0.1119 -0.1500 -0.1022
-0.1216 0.1448 0.0173
0.0900 -0.0296 0.1227
-0.0346 -0.1678 0.0476
-0.1716 0.0216 -0.0471
0.0126 -0.0489 0.2568
0.0496 -0.1033 -0.0924
-0.0767 -0.0704 0.0455
-0.1348 0.2441 -0.0520
-0.2128 0.3259 -0.0169
-0.0415 -0.3841 0.3235
0.0071 -0.0103 0.3563
-0.0068 0.1856 -0.0952
-0.0293 0.1635 -0.1445
0.0218 -0.2164 0.2027
-0.1998 -0.0821 0.2082
-0.1777 0.0682 -0.2338
-0.1101 0.2196 0.1535
0.1457 -0.1001 -0.1814
0.0388 -0.0808 0.1277
-0.1231 0.1092 -0.2274
0.1531 0.1967 -0.0025
-0.0295 -0.2138 -0.3465
0.1627 0.0830 -0.1577
-0.1356 0.1189 -0.0401
0.0544 0.1284 0.1630
-0.0587 0.0091 -0.1651
-0.0470 0.1485 0.0118
0.1488 0.0085 0.1476
0.0013 -0.3091 0.0398
0.1758 0.0521 0.1592
0.2606 0.0843 0.0012
-0.0486 -0.0242 0.1859
-0.0122 0.2713 0.1981
0.1436 0.0046 -0.3136
0.1506 -0.0501 -0.0675
-0.0331 0.0601 -0.0170
0.0069 0.1663 0.1133
-0.1565 0.0260 0.0923
-0.1800 -0.0014 0.1305
-0.0559 0.2102 0.1486
-0.2858 0.1564 0.0549
0.1922 0.0599 0.1871
0.1575 0.0107 0.0505
-0.0182 0.0127 -0.0975
0.0450 0.1864 0.0743
-0.1700 0.3952 0.1180
-0.0066 0.0144 0.1045

Values from the calculation:
- F_max: 1.1 eV/Å
- LUMO energy: 2.4 eV
- Highest occupied orbital energy: -4.7664 eV
- Total charge: -1



Look up the LUMO energy of the first one.
3.8 eV